Here is a structure of composition C20H19I2N6OPtS in a non-equilibrium geometry from OMol25. Energies are from the ωB97M-V functional and the def2-TZVPD basis.

```
50
C20H19I2N6OPtS, DFT the ωB97M-V functional and the def2-TZVPD basis
Pt -1.27614 -0.07049 0.59819
C -1.28851 -4.25443 1.38949
C -1.12100 -2.88439 0.82915
N -1.16471 -1.80055 1.53089
N -1.43812 -1.81118 2.88202
C -1.82304 -0.65494 3.47757
N -2.16312 -0.70501 4.75244
S -1.82548 0.82707 2.62779
C -0.93640 -2.64350 -0.62048
C -0.73634 -3.65445 -1.53598
C -0.58869 -3.32600 -2.88258
C -0.64417 -2.00134 -3.26232
C -0.83565 -1.02732 -2.28856
N -0.98336 -1.34080 -1.00746
H -1.96648 -4.27394 2.24248
H -0.32370 -4.66489 1.69952
H -1.71231 -4.92174 0.64404
H -1.42273 -2.69756 3.36631
H -2.25190 -1.56679 5.27015
H -2.45799 0.14022 5.21993
H -0.68726 -4.68608 -1.21984
H -0.43283 -4.10536 -3.61621
H -0.54348 -1.70938 -4.29794
H -0.88101 0.02472 -2.53163
I 2.23533 3.19539 -3.61392
C 2.93829 2.55322 -1.82467
C 4.20107 2.84755 -1.40993
C 4.68907 2.41642 -0.15318
I 6.58370 2.95388 0.30108
C 3.87393 1.64177 0.76072
C 4.30617 1.22397 2.02391
C 3.43680 0.51442 2.82737
C 2.16402 0.23911 2.34560
N 1.73191 0.61587 1.14193
C 2.56580 1.29862 0.37907
C 2.02264 1.72626 -0.95520
O 0.91420 1.43235 -1.31589
H 4.85540 3.43100 -2.04383
H 5.30331 1.45624 2.37307
H 3.73787 0.18425 3.81148
H 1.45352 -0.30716 2.95626
C -3.19597 2.95344 -3.33711
C -3.21149 3.31387 -1.84678
C -2.53773 2.30832 -1.03468
N -2.01729 1.50818 -0.40440
H -3.69189 3.74645 -3.89163
H -3.73082 2.02391 -3.52301
H -2.17695 2.86323 -3.71080
H -4.23165 3.40025 -1.46658
H -2.71483 4.26731 -1.65580
```

HOMO energy (eV): -17.0
Energy relative to the best compared isomer or geometry (same formula, charge and spin) (kcal per mole): 3.4
E_LUMO (eV): -11.11
Charge: +3
Gap between HOMO and LUMO (eV): 5.8
E (eV): -62294.382

Mulliken atomic charge list, values in e, 4 entries:
1. Pt 1.04
2. C -1.65
3. C 1.28
4. N -0.04